DFT (ωB97M-V with the def2-TZVPD basis set) results for a single C4H3N3O molecule.

Geometry (Å):
N 2.0490 -0.0278 0.0324
C -0.0089 0.8202 -0.0642
N -1.3420 1.1648 -0.0054
C 1.2871 -1.0882 0.0514
N 0.0745 -0.5763 -0.0558
H 1.6895 2.1220 -0.0512
C -1.9593 0.0131 0.0738
H 1.6269 -2.1636 -0.0413
O -1.2031 -1.1080 -0.0427
C 1.3279 1.1182 0.0209
H -3.0439 -0.1983 0.1453

The calculation puts the LUMO energy at 0.82 eV. For the HOMO energy, the calculation gives -8.768 eV. The net charge is 0. The value obtained for the energy above the lowest of the compared OMol25 structures with the same formula, charge and spin is 52.1 kcal per mole. Its SMILES is c1nc2cncn2o1.